(A)
Formula: C23H34As2F6N3O2S2Si2Tc
Source: OMol25
Level of theory: ωB97M-V with the def2-TZVPD basis set

Cartesian coordinates (Å):
C -2.5912 1.0584 -2.3916
F -2.6508 -1.2787 0.0454
F -0.7430 -2.4432 -0.8976
H 2.0298 3.4415 -3.3808
H 2.6321 -1.0293 2.6230
H 5.7670 0.5737 0.9955
C 4.9600 -2.4068 0.3173
H 2.8384 -0.3330 4.9814
H 0.6863 1.8121 -6.2070
N 1.1853 0.3605 2.1555
C -4.3276 2.3920 -3.4012
H 0.7928 -3.3612 -6.4343
C 5.4062 0.5068 -0.0341
H -1.5772 -3.6713 -3.4740
C 3.8255 -1.4354 0.1151
N -1.4078 1.6166 -0.4376
H -2.7441 -1.0529 -2.7413
H -1.1898 2.7131 1.8139
H -0.4716 -4.8374 -4.2036
C 1.6902 1.5069 -5.9049
O -2.7942 3.4300 -1.9599
As -0.1548 -0.3649 -3.7493
Tc 0.7957 -0.2228 0.2477
C -4.8443 1.2636 -4.0042
H 5.4425 -2.2402 1.2841
H -2.1720 3.1821 -1.2540
H 2.6243 -4.0924 -3.8636
H 0.3140 3.0325 -3.4739
H 1.9840 0.6662 -6.5376
C 2.1444 0.1751 4.3286
O -0.3628 0.1559 -1.8749
C -3.1537 -0.0795 -2.9775
C 2.0354 -0.2168 3.0139
Si 1.7298 1.0617 -4.0613
H 2.5910 -2.9545 -2.5212
C -0.5403 -4.0084 -3.4960
F -0.7588 -4.0265 0.9306
H 4.5803 -3.4259 0.2945
H -0.1583 2.6499 4.2250
H -4.7821 3.3636 -3.5422
F -2.6997 -2.8674 1.9352
C 2.4145 -3.0555 -3.5910
H 3.1204 -2.4133 -4.1196
H 6.1224 -0.0916 -0.5991
H 4.1201 1.2164 -3.3558
H 1.4061 1.5356 5.8259
N -0.4451 1.3025 0.4701
H -5.7118 1.3556 -4.6447
H 5.7204 -2.2941 -0.4581
H 2.3704 2.3333 -6.1188
C -4.2746 0.0150 -3.7738
C 4.0342 -0.1106 -0.0699
H -0.6098 -2.3242 -6.1550
C 0.4426 -2.4755 -5.9041
H 0.9962 -1.6114 -6.2862
F -2.8335 -3.6965 -0.4240
C 0.4138 1.3956 2.5939
H 5.3712 1.5115 -0.4522
C 3.4587 0.4025 -3.6590
H 3.8881 -0.0758 -4.5422
H 3.4336 -0.3259 -2.8485
S 2.2260 -2.0991 0.1009
C 1.2942 2.6673 -3.1552
C -0.4796 1.9225 1.6143
As -1.7787 -2.7119 0.5033
H -0.2982 -4.3894 -2.5058
S 2.7188 0.9871 -0.3711
H 1.2754 2.5350 -2.0748
C -1.3974 0.9281 -1.5409
F -0.6586 -1.5925 1.3955
C 1.3504 1.2237 4.7920
H -4.7064 -0.8782 -4.2033
Si 0.6288 -2.6269 -4.0152
C 0.4865 1.8389 3.9156
C -3.2238 2.3028 -2.5566

As for the LUMO energy (alpha / beta): -1.3587 / -1.6473 eV. For the HOMO-LUMO gap (alpha / beta), the calculation gives 5.8 / 6.2 eV. Its spin multiplicity is 3. As for the expectation value of S²: 2.033.

Löwdin population analysis, charges in e, atoms 1 to 6: number 1, C, carries -0.1394; number 2, F, carries -0.2329; number 3, F, carries -0.3196; number 4, H, carries 0.0386; number 5, H, carries 0.0925; number 6, H, carries 0.0836

***

(B)
Formula: C23H34As2F6N3O2S2Si2Tc
Source: OMol25
Level of theory: ωB97M-V with the def2-TZVPD basis set

Cartesian coordinates (Å):
H 4.3909 -2.9014 -0.9491
H 1.9593 -0.0596 -3.3475
C -1.2260 1.0801 -5.4322
H 3.5372 2.4168 0.4213
H 0.0273 -2.5652 4.5695
C -3.5490 0.2750 -4.0926
C 2.4357 0.9040 -3.1601
H 4.1073 2.9304 -1.1660
F 0.3633 -3.8732 -3.0854
C 0.9504 3.0478 -1.3710
O -1.2588 0.8986 -1.2946
H -4.7310 1.5396 5.3270
As 1.0935 -0.2030 -0.0440
C 3.6741 -2.0829 -1.0410
C -1.2197 0.9448 -4.0634
H 4.4535 1.2948 -0.5998
H 0.7786 3.3631 -0.3392
H -2.4240 0.9411 -7.2147
H -4.4641 0.2323 -6.0145
N -3.1100 0.1360 0.0857
Si 2.8920 -1.7011 0.6295
C -2.3696 0.5516 -3.3704
N -2.4094 1.1248 2.2613
H 3.9171 -0.8896 2.7592
N -3.3714 0.0699 -1.2271
S -0.9090 -1.3625 2.3664
C -2.3174 0.4833 -1.9156
F 0.6417 -3.2456 -0.7229
H -0.9945 2.1624 3.3425
H 4.1936 -1.2113 -1.4448
H 5.1093 -0.9169 1.4595
F -1.4879 -2.0624 -0.7513
Tc -1.2343 0.4020 0.7061
H 2.7722 0.1258 4.5919
H -5.5336 0.3570 3.2735
H 3.9358 0.3986 1.5542
C -3.6950 0.6623 2.2256
H 3.5093 0.7910 -3.3183
O -4.6949 -0.1161 -3.5215
C 0.3451 -0.7794 3.4345
H -4.5482 -0.2151 -2.5562
As -0.5929 -2.9894 -1.9567
H 1.5627 1.3188 5.0562
C 0.4940 -1.5902 4.6945
H -0.3277 1.3814 -5.9545
C -2.0056 1.7815 3.3587
H 3.1734 -3.6217 2.1649
H -5.1015 -0.0733 0.6715
C -2.8062 1.9649 4.4603
C -4.5420 0.7848 3.3307
H 2.9031 -2.3863 -1.7516
H 1.5609 -2.9135 2.3442
C -4.0974 1.4321 4.4574
H -0.3176 1.1226 -3.4959
H -0.0184 2.8448 -1.8254
F 0.3190 -1.5271 -2.3899
C 2.0880 0.8815 4.2019
S 0.9410 1.2541 1.7139
F -1.7708 -2.5874 -3.1394
C 4.0726 -0.6720 1.7016
C -4.0823 0.1457 0.9582
F -1.4214 -4.4077 -1.4579
H 2.0653 1.6111 -3.9054
H -0.0038 -1.0853 5.5264
H 1.4122 3.8821 -1.9034
H -2.4337 2.5146 5.3121
C -3.5460 0.4350 -5.4795
H 1.9006 -3.9532 0.9715
H 2.6775 1.6704 3.7373
C 2.3276 -3.1924 1.6222
H 1.5439 -1.7234 4.9601
C 3.7010 2.0851 -0.6050
C 1.1099 0.3014 3.2111
Si 2.0767 1.5342 -1.4163
C -2.4015 0.8291 -6.1382

As for the LUMO energy (alpha / beta): -1.1502 / -2.0808 eV. For the HOMO-LUMO gap (alpha / beta), the calculation gives 6.6 / 5.7 eV. Its spin multiplicity is 3. As for the expectation value of S²: 2.036.

Löwdin population analysis, charges in e, atoms 1 to 6: number 1, H, carries 0.0391; number 2, H, carries 0.0139; number 3, C, carries -0.0785; number 4, H, carries 0.0116; number 5, H, carries 0.0637; number 6, C, carries -0.2600

***

(B) is favored, and the nearest alternative lies 0.675 eV above it.

***

(A)
Formula: C2H6N
Source: OMol25
Level of theory: ωB97M-V with the def2-TZVPD basis set

Cartesian coordinates (Å):
C 1.0280 -0.6725 -0.5444
H -0.6287 0.1682 1.5991
H 1.8076 -0.5320 -1.2782
H 0.8756 -1.6079 -0.0207
C -0.8926 0.3420 0.5512
H -1.5493 -0.4908 0.3089
H 0.5006 1.1840 -0.8203
H -1.4265 1.2797 0.5160
N 0.2853 0.3294 -0.3116

As for the LUMO energy: -5.6310 eV. As for the charge: +1. For the HOMO-LUMO gap, the calculation gives 12.5 eV. Its SMILES is C=[NH+]C.

Löwdin population analysis, charges in e, atoms 1 to 6: number 1, C, carries 0.1956; number 2, H, carries 0.1168; number 3, H, carries 0.1310; number 4, H, carries 0.1383; number 5, C, carries 0.0022; number 6, H, carries 0.1127

***

(B)
Formula: C2H6N
Source: OMol25
Level of theory: ωB97M-V with the def2-TZVPD basis set

Cartesian coordinates (Å):
C -1.2534 0.0319 0.0152
H -1.3905 -0.9435 -0.4099
N 0.0787 0.4467 -0.3670
H 1.3764 -1.2500 -0.1965
H -1.5064 -0.0797 1.0792
H 1.2290 -0.3630 1.3166
C 1.2000 -0.2727 0.2074
H 2.0882 0.3166 -0.0943
H -2.0271 0.6371 -0.4618

As for the LUMO energy: -9.4212 eV. As for the charge: +1. For the HOMO-LUMO gap, the calculation gives 8.4 eV.

Löwdin population analysis, charges in e, atoms 1 to 6: number 1, C, carries -0.0146; number 2, H, carries 0.1439; number 3, N, carries 0.2362; number 4, H, carries 0.1387; number 5, H, carries 0.1441; number 6, H, carries 0.1450

***

(C)
Formula: C2H6N
Source: OMol25
Level of theory: ωB97M-V with the def2-TZVPD basis set

Cartesian coordinates (Å):
H 2.0430 -1.0181 0.3662
H 1.6554 0.9806 0.7573
N -1.5506 0.0711 0.1561
C 1.4998 -0.0334 0.2398
C 0.3840 -0.0618 -0.5365
H -0.1769 -0.8341 -1.1169
H -2.5210 0.2442 0.2797
H -1.4111 -0.2593 1.0739
H -0.0376 0.9604 -0.6728

As for the LUMO energy: -9.7617 eV. As for the charge: +1. For the HOMO-LUMO gap, the calculation gives 6.0 eV.

Löwdin population analysis, charges in e, atoms 1 to 6: number 1, H, carries 0.1315; number 2, H, carries 0.1378; number 3, N, carries 0.2679; number 4, C, carries 0.1454; number 5, C, carries -0.0626; number 6, H, carries 0.1332

***

(A) is favored, and the nearest alternative lies 3.925 eV above it.

***

(A)
Formula: C2H10NO3
Source: OMol25
Level of theory: ωB97M-V with the def2-TZVPD basis set

Cartesian coordinates (Å):
O 0.0621 1.0402 2.0623
H 0.3891 0.8839 0.9500
H -1.9187 -2.2700 1.2132
H 1.6824 1.9814 -1.0559
O 2.1968 2.7106 -1.4755
C 0.1786 -0.4560 -0.7197
H -2.2840 -0.8065 0.3666
H -0.7105 -0.2709 -1.3633
H 0.9045 -0.9618 -1.3637
H 1.6955 2.8807 -2.2838
N -0.2122 -1.4099 0.3500
C -1.6298 -1.7000 0.3416
H 0.8302 0.7995 2.5879
H -1.9187 -2.2236 -0.5746
H -0.0058 -0.9159 1.2150
O 0.7405 0.7182 -0.2501

As for the LUMO energy: 4.1500 eV. As for the charge: -1. For the HOMO-LUMO gap, the calculation gives 8.4 eV.

Löwdin population analysis, charges in e, atoms 1 to 6: number 1, O, carries -0.2758; number 2, H, carries -0.0296; number 3, H, carries 0.0556; number 4, H, carries -0.0144; number 5, O, carries -0.1187; number 6, C, carries -0.3978

***

(B)
Formula: C2H10NO3
Source: OMol25
Level of theory: ωB97M-V with the def2-TZVPD basis set

Cartesian coordinates (Å):
H -0.4565 -0.2333 2.3570
N 1.1104 -0.6683 -1.3883
H 1.6485 0.2302 0.3460
H -2.7351 1.2452 0.4205
O -2.0532 0.9121 -0.2069
C 0.7764 0.6311 -2.0879
H -1.0592 -1.1365 3.6217
C 1.0045 -0.5421 0.1189
H -1.3515 0.3009 0.3160
H 0.0234 1.3156 -1.5693
H 1.3817 -1.5524 0.4885
H 0.2381 -1.1556 -1.5596
H 1.7425 1.1926 -2.0207
O -0.4248 -0.4035 3.4171
O -0.1593 -0.3802 0.8194
H 0.3141 0.2441 -3.0724

As for the LUMO energy: 4.2270 eV. As for the charge: -1. For the HOMO-LUMO gap, the calculation gives 8.3 eV.

Löwdin population analysis, charges in e, atoms 1 to 6: number 1, H, carries 0.0271; number 2, N, carries -0.1245; number 3, H, carries 0.0651; number 4, H, carries -0.0010; number 5, O, carries -0.2156; number 6, C, carries -0.1691

***

(A) is favored, and the nearest alternative lies 0.829 eV above it.

***

(A)
Formula: C7H13NO4
Source: OMol25
Level of theory: ωB97M-V with the def2-TZVPD basis set

Cartesian coordinates (Å):
C 0.6911 2.9999 -0.8911
H -2.7096 0.2077 1.0241
O -0.7888 2.0259 0.7203
H 1.9976 -1.4960 -2.4106
H -2.0949 -1.8122 0.0680
O 1.1860 -1.4201 0.6376
O -0.3992 1.1876 2.7590
H 0.4691 -1.6047 -1.8794
H 0.7466 0.9787 -0.2330
C -0.8836 1.0342 1.6522
H -0.2489 -2.3356 1.7329
H -1.0634 -0.6300 -0.6596
N 1.3721 -1.1959 -1.6769
O 2.9929 -2.2565 -0.4130
H -1.8929 -0.6987 2.2689
C -1.7417 -0.1681 1.3424
C 1.9024 -1.7087 -0.4803
H -0.6535 1.3813 -1.2303
C -0.0015 1.7323 -0.4352
H -0.0909 -2.9402 0.1171
H 0.0424 3.8496 -0.7395
C -0.1142 -2.0266 0.7070
H 0.9492 2.9053 -1.9352
C -1.2611 -1.1466 0.2679
H 1.5948 3.1375 -0.3132

As for the LUMO energy: 0.4621 eV. For the HOMO-LUMO gap, the calculation gives 10.7 eV. Its SMILES is CCOC(=O)CCCOC(N)=O.

Löwdin population analysis, charges in e, atoms 1 to 6: number 1, C, carries -0.0515; number 2, H, carries 0.1282; number 3, O, carries -0.0121; number 4, H, carries 0.1042; number 5, H, carries 0.1200; number 6, O, carries -0.0066

***

(B)
Formula: C7H13NO4
Source: OMol25
Level of theory: ωB97M-V with the def2-TZVPD basis set

Cartesian coordinates (Å):
H -2.3608 1.7468 1.5944
H -0.9532 2.1841 -1.0200
C -1.4567 1.2400 1.2270
C 1.1946 -0.1048 -0.0857
H 1.2665 1.9571 -0.2339
H 3.0135 -1.1623 -0.3010
H -1.4189 -2.0270 -1.0524
O -1.5248 1.4431 -1.1894
C 1.4144 1.1300 -0.9084
H -1.3253 -1.6432 1.4290
H 1.7248 -2.1213 0.2066
C -1.4690 0.4844 -0.1713
H 2.1930 -0.3612 1.5584
C 1.9978 -1.3560 -0.4349
C -0.2977 -0.6924 -0.1079
N -3.4729 -1.1283 -0.2347
C -2.6231 -0.3643 -0.2627
H 2.6228 1.2206 -1.1823
H -0.7004 2.0408 1.0850
O -0.5669 -1.6152 -1.1152
O 1.6668 0.3278 1.1782
H -1.0819 0.6739 2.0398
O -0.3631 -1.3401 1.1462
H 0.7431 1.2934 -1.7139
H 1.7774 -1.8259 -1.4507

As for the LUMO energy: 0.6272 eV. For the HOMO-LUMO gap, the calculation gives 10.7 eV. Its SMILES is CC(C)(O)C(O)(O)[C@@](C)(O)C#N.

Löwdin population analysis, charges in e, atoms 1 to 6: number 1, H, carries 0.0973; number 2, H, carries 0.0831; number 3, C, carries 0.0267; number 4, C, carries -0.5036; number 5, H, carries 0.0688; number 6, H, carries 0.0706

***

(A) is favored, and the nearest alternative lies 2.037 eV above it.